# 1
52
Properties=species:S:1:pos:R:3:forces:R:3:mulliken_charge:R:1 method="wB97M-V/def2-TZVPD" total_charge=-1 e_above_lowest_kcal_mol=0.0 homo_ev=-4.91 multiplicity=1
Pt -0.08138 0.19886 -1.01564 -0.549 0.527 0.157 0.625
N -0.80686 1.14316 2.09718 -0.027 0.218 -0.046 -0.258
C -0.13197 0.06078 2.62402 -0.078 -0.114 0.052 0.769
C 0.80791 0.27188 3.63734 0.024 0.035 -0.048 -0.812
C 1.50218 -0.78053 4.20515 -0.012 -0.027 0.009 -0.535
C 1.25671 -2.07887 3.78425 -0.001 0.021 0.009 -0.907
C 0.31946 -2.28895 2.78354 0.077 -0.004 -0.107 -0.416
C -0.37434 -1.24781 2.17295 0.004 0.057 0.024 0.323
C -1.38536 -1.59610 1.12674 0.137 -0.124 -0.008 0.713
C -2.42294 -2.44374 1.53245 -0.035 0.049 0.009 -0.360
C -3.35058 -2.94631 0.63534 0.004 0.011 0.003 -0.656
C -3.21760 -2.62393 -0.70808 0.059 -0.063 -0.001 -0.677
C -2.18719 -1.78983 -1.11611 -0.065 -0.007 0.027 -0.097
C -1.25919 -1.21746 -0.22535 -0.218 0.318 0.019 -1.146
H -0.78538 1.99462 2.62923 -0.068 -0.031 0.028 0.256
H -1.63546 0.98959 1.54748 0.081 -0.098 -0.111 0.212
H 0.99067 1.28728 3.97441 0.005 0.000 -0.003 0.316
H 2.23264 -0.58274 4.98053 0.001 0.000 -0.001 0.368
H 1.79114 -2.91390 4.21810 0.006 0.002 -0.007 0.374
H 0.12816 -3.29567 2.43033 0.001 0.002 -0.004 0.436
H -2.50023 -2.69822 2.58432 0.018 -0.026 -0.002 0.429
H -4.15287 -3.58873 0.97825 0.000 -0.003 -0.002 0.373
H -3.90782 -3.02964 -1.43995 -0.006 0.001 0.000 0.383
H -2.08520 -1.57544 -2.17529 -0.033 0.052 0.003 0.521
C -0.40050 3.72012 -0.28171 -0.027 -0.013 0.032 -1.083
C -1.50716 3.11767 -1.07153 -0.046 0.093 -0.050 0.398
N -1.89219 1.85935 -1.07216 0.563 -0.418 -0.068 -0.125
C -2.95942 1.77183 -1.93750 0.004 -0.093 -0.061 -0.449
C -3.21956 2.99054 -2.47467 -0.001 0.003 0.075 -0.634
N -2.29115 3.83988 -1.90760 -0.024 -0.023 0.027 -0.041
H 0.19632 2.92067 0.14700 -0.011 -0.021 0.046 0.071
H -0.79845 4.34822 0.52036 -0.004 -0.006 -0.016 0.386
H 0.24414 4.32760 -0.91741 0.003 -0.009 -0.012 0.360
H -3.44857 0.83040 -2.12298 0.023 -0.006 0.011 0.407
H -3.94976 3.32783 -3.18771 -0.001 -0.007 0.000 0.400
H -2.16518 4.81306 -2.12032 -0.002 0.002 0.015 0.192
C 3.80454 -2.57290 -0.62541 -0.001 -0.011 0.001 -0.440
C 2.60915 -3.13289 -1.05428 -0.004 -0.013 -0.008 -0.649
C 1.46930 -2.34930 -1.18247 0.040 0.038 0.017 -0.013
C 1.49086 -0.97883 -0.89799 -0.017 -0.176 0.024 -0.184
C 2.70746 -0.43110 -0.47592 0.062 -0.059 -0.021 -0.274
C 3.84447 -1.21647 -0.33583 0.012 0.035 0.002 -0.577
H 4.69343 -3.18376 -0.52108 0.000 -0.004 0.003 0.357
H 2.55944 -4.19149 -1.28612 0.000 -0.002 -0.002 0.364
H 0.54285 -2.81047 -1.50052 0.001 -0.019 -0.004 0.318
H 2.76891 0.62900 -0.26225 -0.003 -0.007 0.014 0.362
H 4.77048 -0.75947 -0.00505 0.003 -0.003 0.002 0.358
N 4.41241 3.52429 -4.09284 0.001 0.022 0.018 -0.585
C 3.29546 3.27418 -3.90431 0.004 -0.035 -0.027 0.489
N 1.99647 3.07094 -3.78809 -0.063 -0.045 -0.078 -0.753
C 1.51542 2.30034 -2.87207 0.057 0.282 0.247 0.491
N 0.96629 1.71239 -2.03077 0.104 -0.302 -0.188 -0.382

=====

# 2
58
Properties=species:S:1:pos:R:3:forces:R:3:mulliken_charge:R:1 method="wB97M-V/def2-TZVPD" total_charge=+2 homo_ev="-13.61 / -13.50" multiplicity=2
Ru 1.15885 -0.27516 -0.13902 0.413 -0.984 -0.604 0.811
N 5.25437 -0.95274 0.21962 -0.085 -0.011 0.024 -0.059
C 5.50065 0.29846 -0.32567 0.001 0.059 -0.059 0.757
C 6.69130 0.96216 -0.59650 -0.014 0.059 -0.028 -1.121
C 6.57594 2.21751 -1.15498 0.037 -0.057 0.041 -0.472
C 5.32214 2.78823 -1.42698 -0.050 0.014 -0.001 -0.777
C 4.14497 2.12448 -1.15633 0.004 0.009 0.002 -0.598
C 4.24442 0.84963 -0.59959 0.118 0.032 -0.052 0.396
N 3.26988 -0.07520 -0.23412 -0.135 0.006 0.505 0.342
C 3.92352 -1.11990 0.26151 -0.128 -0.046 -0.138 0.320
C 3.17720 -2.26834 0.75892 0.071 0.025 0.018 -0.438
C 3.57285 -3.49924 1.17845 -0.080 0.135 0.035 -0.400
S 2.21018 -4.41621 1.64697 0.009 0.047 0.012 -0.067
C 1.18706 -3.12198 1.24997 0.027 -0.089 -0.016 -0.336
N 1.81089 -2.07067 0.79215 -0.015 0.228 0.003 0.246
H 5.94749 -1.59889 0.55984 0.000 -0.012 -0.025 0.243
H 7.65516 0.52002 -0.38651 0.009 -0.001 0.008 0.417
H 7.47066 2.77793 -1.38681 0.006 0.000 -0.005 0.412
H 5.28320 3.77658 -1.86323 -0.001 0.010 0.003 0.430
H 3.18642 2.57443 -1.36752 0.007 -0.001 -0.002 0.267
H 4.56818 -3.90646 1.24179 0.017 -0.013 -0.010 0.418
H 0.11447 -3.17504 1.35697 -0.022 0.003 -0.023 0.370
S -3.79261 4.87565 -0.79602 0.105 -0.137 -0.023 -0.094
C -2.67991 3.68506 -0.91431 -0.045 0.273 0.029 0.118
S -1.17277 3.79432 -1.78155 -0.087 -0.077 -0.031 -0.030
C -0.72106 2.22862 -1.19674 0.140 0.036 -0.350 0.139
N -1.64092 1.67525 -0.41040 -0.098 0.081 0.233 0.072
N -2.69777 2.45220 -0.28075 0.010 -0.083 -0.111 0.107
C -3.78132 1.93682 0.50104 -0.060 0.029 0.111 0.520
C -3.47065 1.32657 1.71181 -0.091 0.138 0.031 -0.340
C -4.49781 0.81840 2.48801 -0.002 0.008 0.001 -0.840
C -5.81393 0.91500 2.04908 0.006 0.000 0.005 -0.537
C -6.10355 1.51247 0.83125 0.007 -0.038 -0.003 -0.726
C -5.08627 2.02820 0.04168 0.043 -0.124 -0.030 -0.392
S 0.71540 1.47475 -1.65047 0.012 0.304 0.404 -0.214
H -2.44114 1.29745 2.04879 -0.006 0.058 0.042 0.721
H -4.27712 0.36284 3.44367 0.004 -0.004 0.017 0.423
H -6.61486 0.52155 2.65960 -0.008 0.007 0.012 0.438
H -7.12584 1.57407 0.48512 -0.009 -0.001 0.003 0.424
H -5.30574 2.45288 -0.92697 0.009 0.058 0.034 0.529
N 0.88260 1.31764 2.41470 -0.123 -0.115 -0.079 -0.228
C 0.94804 0.69435 1.43540 -0.034 0.037 -0.268 0.088
H 0.78984 1.80816 3.27921 0.071 0.032 0.010 0.249
C -4.16061 -2.14280 0.13397 -0.047 -0.003 -0.007 -1.254
C -2.77270 -2.00556 -0.38489 0.103 -0.034 0.041 0.827
C -2.11693 -2.62302 -1.43355 -0.032 0.061 -0.045 -1.241
C -0.83115 -2.06780 -1.46012 0.011 0.001 0.078 0.404
N -0.70471 -1.17936 -0.47969 -0.126 0.317 0.373 0.601
N -1.88504 -1.15476 0.16549 0.094 -0.215 0.091 -0.097
C 0.31982 -2.34253 -2.36928 -0.012 -0.005 0.005 -1.159
H -4.46287 -3.18793 0.13542 -0.005 -0.007 -0.009 0.402
H -4.86047 -1.59433 -0.49748 -0.005 0.012 0.007 0.234
H -4.24434 -1.75749 1.14973 0.003 -0.004 -0.027 0.305
H -2.52058 -3.36181 -2.10374 -0.018 -0.016 0.000 0.500
H -2.03056 -0.50850 0.92626 -0.044 -0.021 -0.199 0.098
H 0.06306 -2.11991 -3.40415 0.021 0.021 -0.008 0.396
H 0.62472 -3.38764 -2.31503 0.029 0.010 0.000 0.333
H 1.19991 -1.72838 -2.12401 -0.001 -0.011 -0.026 0.067

=====

# 3
64
Properties=species:S:1:pos:R:3:forces:R:3:mulliken_charge:R:1 method="wB97M-V/def2-TZVPD" total_charge=+1 e_above_lowest_kcal_mol=0.0 homo_ev=-10.75 multiplicity=1
Ga -1.84759 -0.46067 1.60878 -0.111 -0.241 -0.520 -0.064
I -3.93783 3.70843 -0.57860 -0.041 -0.544 -0.065 0.053
C -4.47426 1.68076 -0.61277 0.633 -0.432 0.555 -0.857
C -5.63009 1.24937 -1.25933 -0.801 0.235 -1.019 -0.060
C -6.10574 -0.04009 -1.25214 0.539 0.411 0.453 -0.466
I -7.88250 -0.40269 -2.24100 -0.174 -0.250 -0.106 0.158
C -5.40542 -1.00130 -0.48752 -0.433 -0.200 -0.119 0.509
C -5.87126 -2.31872 -0.23016 0.128 0.950 -0.196 -0.443
C -5.19911 -3.12569 0.61934 1.111 0.284 0.543 -1.123
C -3.97758 -2.65090 1.18096 0.126 0.064 -0.353 0.171
N -3.49108 -1.44482 0.93033 -0.743 -0.393 -0.230 0.071
C -4.22011 -0.59042 0.13622 0.126 -0.210 0.237 0.632
C -3.72970 0.73398 0.07563 0.302 0.870 0.133 0.451
O -2.60789 1.02405 0.75176 -0.111 -0.280 -0.161 -0.220
H -6.19673 1.95202 -1.85969 0.109 0.211 0.205 0.340
H -6.79468 -2.60609 -0.68869 -0.347 -0.299 -0.150 0.272
H -5.57641 -4.09608 0.86625 0.058 -0.374 0.151 0.430
H -3.34402 -3.26588 1.80686 -0.205 -0.172 0.104 0.589
F -0.97008 0.44812 3.99863 -0.545 -0.697 0.392 -0.223
C -1.68195 -0.64075 3.56937 0.078 0.236 0.181 0.804
F -1.00113 -1.75349 3.92936 -0.042 0.286 0.161 -0.243
F -2.87855 -0.68833 4.22273 0.770 0.250 -0.184 -0.238
C 5.08780 1.68447 2.44605 0.156 0.479 0.336 -0.789
O 4.31286 1.14070 1.35306 0.578 0.220 0.508 -0.210
C 3.05691 0.93828 1.65768 -1.265 -0.219 -0.289 -0.082
O 2.53518 1.20496 2.71278 -0.026 0.027 0.050 -0.579
C 2.23886 0.39870 0.50816 -0.017 0.131 0.210 0.413
C 2.77850 -0.37768 -0.42142 -0.073 -0.519 -0.275 1.436
As 2.04682 -1.20817 -2.13513 -0.551 0.014 0.269 0.089
C 2.22354 0.43357 -3.14033 0.018 1.206 0.448 -1.062
C 0.29615 -0.96881 -1.16265 0.362 -0.424 -0.375 -0.216
C -0.16786 0.28069 -1.01541 0.398 1.194 0.257 1.229
As 0.34062 0.88156 0.80850 -0.081 0.913 0.019 0.435
C 0.46308 2.84734 0.86204 -0.195 -0.516 -0.273 -1.224
C -0.39564 1.20891 -2.19831 -0.170 0.078 0.065 -0.298
O -0.76314 0.77477 -3.25854 0.073 0.247 0.156 -0.539
O -0.24340 2.51627 -1.89814 -0.064 -0.739 -0.352 -0.116
C -0.48286 3.48979 -2.96195 -0.621 -0.851 0.190 -0.786
C 0.24367 -1.92182 -0.03117 0.208 -0.728 0.655 0.357
O -0.61267 -1.91999 0.87977 0.075 -0.025 -0.372 -0.435
O 1.16740 -2.86988 -0.06212 -0.875 1.132 -0.389 -0.373
C 1.44237 -3.64492 1.12405 0.666 -0.096 -0.315 -0.698
C 4.13224 -0.96955 -0.20008 -0.126 -0.069 0.081 -0.343
O 4.32475 -1.81940 0.63516 0.096 0.331 -0.257 -0.583
O 5.00439 -0.52241 -1.09820 0.859 -0.391 0.483 -0.304
C 6.36970 -0.98886 -0.83291 -0.127 0.106 0.937 -0.647
H 6.08772 1.71251 2.05622 0.405 0.255 -0.117 0.270
H 5.08681 1.04506 3.33082 -0.324 -0.081 -0.229 0.356
H 4.73197 2.69533 2.73529 0.151 -0.673 -0.341 0.296
H 3.29053 0.45321 -3.36067 0.021 0.054 -0.249 0.419
H 1.99688 1.36793 -2.57892 0.202 -0.741 -0.174 0.205
H 1.62564 0.45899 -4.04232 0.056 -0.317 -0.240 0.429
H 1.23145 3.16552 0.17525 0.051 0.077 -0.401 0.432
H 0.78286 3.14814 1.85087 -0.290 -0.139 0.349 0.440
H -0.51377 3.24096 0.57268 0.202 0.038 0.198 0.369
H -0.28076 4.42036 -2.47581 0.112 0.583 0.083 0.258
H -1.53431 3.45642 -3.30199 0.560 -0.140 0.210 0.296
H 0.19259 3.31612 -3.79278 0.045 -0.067 -0.062 0.292
H 2.26688 -4.27355 0.78486 -0.075 0.064 0.342 0.271
H 0.59997 -4.26521 1.39085 -0.281 0.094 0.203 0.318
H 1.77918 -2.95873 1.90727 -0.225 -0.286 -0.020 0.321
H 6.94359 -0.72588 -1.70079 0.194 0.258 -0.272 0.262
H 6.37355 -2.08118 -0.70583 -0.027 0.476 0.079 0.321
H 6.76364 -0.47534 0.09776 -0.500 -0.662 -1.136 0.226

=====

# 4
59
Properties=species:S:1:pos:R:3:forces:R:3:mulliken_charge:R:1 method="wB97M-V/def2-TZVPD" total_charge=+1 e_above_lowest_kcal_mol=0.4 homo_ev=-10.25 multiplicity=1
Au -0.52283 -0.01924 -1.29750 -0.192 0.058 -0.063 0.789
O 5.97728 1.68559 -2.78729 0.034 -0.085 0.002 -0.702
C 5.56452 1.74382 -1.62334 -0.097 0.229 -0.044 0.368
O 6.03352 2.16521 -0.55911 0.032 -0.083 0.026 -0.703
C 4.10635 1.21036 -1.47192 0.073 -0.054 0.036 -0.626
C 3.42081 0.70705 -2.56916 -0.026 -0.006 -0.028 -0.654
C 2.12749 0.27001 -2.40072 -0.031 0.022 0.039 0.914
N 1.51103 0.36435 -1.20090 0.141 0.010 0.036 -0.355
C 2.20608 0.69732 -0.09955 0.026 0.008 -0.063 0.785
C 3.50781 1.14598 -0.22428 -0.008 0.014 0.011 -0.575
C 1.59667 0.38911 1.22127 -0.053 -0.016 0.014 0.434
C 2.18410 0.82091 2.40728 0.004 0.002 -0.032 -0.442
C 1.64948 0.39453 3.60983 -0.014 0.020 0.007 -0.798
C 0.53987 -0.43595 3.59590 -0.033 0.013 0.023 -0.822
C 0.00888 -0.80099 2.37064 0.014 0.001 -0.010 0.042
N 0.52499 -0.40933 1.20821 -0.028 -0.002 -0.006 0.005
C 1.37266 -0.48388 -3.42382 0.001 -0.051 -0.027 0.546
C 1.84291 -0.69332 -4.70956 -0.017 -0.028 -0.026 -0.666
C 1.12966 -1.51619 -5.56488 0.032 0.022 0.012 -0.427
C -0.04001 -2.11365 -5.12127 -0.028 -0.013 0.018 -0.899
C -0.47425 -1.84485 -3.83927 -0.020 -0.008 -0.010 0.166
N 0.21837 -1.05815 -3.01427 0.109 0.058 0.035 -0.272
H 3.96581 0.65860 -3.50347 -0.002 0.003 0.002 0.619
H 4.13066 1.42234 0.61700 -0.008 0.002 -0.012 0.566
H 3.05108 1.46568 2.38809 -0.011 -0.002 0.023 0.389
H 2.09900 0.70195 4.54485 0.001 -0.001 -0.002 0.463
H 0.09617 -0.80051 4.51187 0.003 0.003 0.002 0.469
H -0.85724 -1.45071 2.31715 -0.005 0.001 -0.001 0.264
H 2.75880 -0.22001 -5.03066 -0.003 -0.003 -0.006 0.408
H 1.48657 -1.68919 -6.57101 0.002 0.001 0.000 0.472
H -0.61954 -2.76562 -5.75819 -0.001 -0.001 0.002 0.410
H -1.40054 -2.24490 -3.44932 -0.010 0.001 -0.005 0.410
C 0.25559 3.58154 1.79019 0.010 0.038 -0.003 -0.934
N -0.85427 2.69371 2.12586 -0.091 0.063 -0.017 0.475
C -1.43231 2.58260 3.36276 0.071 -0.046 0.020 -0.460
C -2.51528 1.77724 3.21848 0.022 -0.018 -0.033 -0.513
N -2.61612 1.42055 1.89841 -0.027 0.084 0.029 0.435
B -3.85229 0.64714 1.30026 -0.041 0.032 0.000 -0.259
N -3.44925 -0.86290 1.10595 0.025 -0.025 -0.004 0.405
C -3.56022 -1.82462 2.07434 0.007 0.011 0.009 -0.460
C -3.10596 -2.99918 1.56558 -0.001 0.006 -0.017 -0.516
N -2.71780 -2.74281 0.27614 0.008 -0.007 0.023 0.290
C -2.15992 -3.72055 -0.64953 -0.005 0.007 -0.009 -0.782
C -2.94054 -1.43717 0.01215 0.027 -0.001 -0.033 -0.131
S -2.71236 -0.70360 -1.54809 -0.026 0.018 0.018 -0.357
C -1.59556 1.98894 1.24428 0.075 -0.125 -0.005 -0.225
S -1.30947 2.03854 -0.45955 0.070 -0.144 0.060 -0.350
H 0.67765 3.95829 2.71747 0.019 -0.020 0.000 0.307
H -0.10404 4.41461 1.19073 0.002 0.018 0.018 0.362
H 1.01676 3.04402 1.23233 -0.035 0.003 -0.007 0.382
H -1.03637 3.08971 4.22461 0.002 0.000 -0.002 0.486
H -3.24176 1.45522 3.94254 -0.004 0.004 -0.004 0.533
H -4.14939 1.11866 0.24562 0.005 0.002 0.011 0.013
H -4.71032 0.67540 2.13799 0.002 -0.010 -0.010 -0.157
H -3.97386 -1.60030 3.04132 -0.003 -0.002 0.000 0.498
H -3.04316 -3.98281 1.99607 -0.001 -0.001 0.000 0.449
H -2.16754 -4.69135 -0.16300 0.005 0.000 0.001 0.328
H -1.13534 -3.45241 -0.90274 0.001 -0.001 0.001 0.279
H -2.76308 -3.76480 -1.55278 -0.003 -0.004 0.004 0.326

=====

| no. | molecular weight (g mol⁻¹) |
| --- | --- |
| 1 | 588.6 |
| 2 | 650.8 |
| 3 | 998.8 |
| 4 | 712.4 |